[1]
Formula: C17H33AsF5N4O3P2RbS4Sb
Source: the Open Molecules 2025 dataset
Level of theory: ωB97M-V with the def2-TZVPD basis set

2S+1: 2
Energy above the lowest of the compared OMol25 structures with the same formula, charge and spin: 0.0 kcal/mol
Highest occupied orbital energy (spin up / spin down): -0.89 / -1.81 eV
Frontier orbital gap (spin up / spin down): 4.55 / 5.46 eV
<S²>: 0.76
Charge: -2
E_LUMO (spin up / spin down): 3.66 / 3.65 eV

Atoms and positions in Å:
Rb1 -0.277962 1.627104 0.682786
F1 -3.575401 5.653926 -3.970468
C1 -3.183914 4.367255 -4.042109
C2 -2.662912 3.715079 -2.943822
F2 -2.541827 4.371842 -1.776526
C3 -2.266279 2.393330 -3.036185
F3 -1.768268 1.860408 -1.900138
C4 -2.353641 1.624175 -4.206145
S1 -1.880580 -0.027985 -4.334927
C5 -2.894489 2.340291 -5.292010
F4 -3.042138 1.733024 -6.483616
C6 -3.295657 3.657136 -5.224951
F5 -3.804315 4.271961 -6.312517
C7 4.545445 0.181703 -0.451360
N1 3.793210 0.365379 0.774217
C8 3.642238 1.760729 1.183545
P1 2.652414 -0.712510 1.284318
O1 1.449481 -0.105144 1.857837
O2 2.386938 -1.608246 -0.054713
P2 1.180080 -1.211661 -1.070587
O3 1.085389 0.245044 -1.286502
N2 1.563567 -1.990664 -2.468292
C9 1.633804 -1.286641 -3.738372
C10 1.485646 -3.432532 -2.556615
N3 -0.080672 -2.009433 -0.395550
C11 -0.158184 -2.503586 0.977584
C12 -1.381925 -1.813051 -1.034549
N4 3.290636 -1.869304 2.277081
C13 3.127385 -1.662715 3.722522
C14 4.560316 -2.459791 1.904242
H1 5.518956 0.668720 -0.347059
H2 4.025405 0.621745 -1.311733
H3 4.712095 -0.872531 -0.663407
H4 4.631392 2.200645 1.333187
H5 3.102928 1.837139 2.129436
H6 3.118667 2.338590 0.411275
H7 1.645244 -0.215203 -3.562351
H8 0.762580 -1.507635 -4.361576
H9 2.544984 -1.577568 -4.273438
H10 1.535858 -3.881366 -1.566199
H11 2.326314 -3.810875 -3.146998
H12 0.555042 -3.757278 -3.037598
H13 0.821380 -2.804061 1.342769
H14 -0.810179 -3.382098 0.978080
H15 -0.563369 -1.760484 1.669695
H16 -1.286487 -1.322848 -2.005935
H17 -2.025000 -1.184005 -0.410266
H18 -1.877546 -2.778620 -1.172625
H19 2.156079 -1.219126 3.942082
H20 3.896537 -1.000444 4.132544
H21 3.190987 -2.639685 4.209542
H22 5.407113 -1.787070 2.099792
H23 4.566805 -2.733196 0.847903
H24 4.709756 -3.371655 2.487092
S2 2.660021 1.980810 4.764780
Sb1 0.344209 1.789063 4.991613
S3 -0.814782 3.172143 3.476564
S4 -0.426807 -0.410375 4.934931
C15 -4.788705 -0.626534 1.440709
As1 -3.331588 0.541299 2.072949
C16 -4.122645 2.246470 1.504778
C17 -3.823747 0.635842 3.951708
H25 -5.763954 -0.289912 1.798645
H26 -4.611823 -1.643954 1.792564
H27 -4.791680 -0.635307 0.349668
H28 -5.153860 2.348431 1.849048
H29 -4.097257 2.324477 0.416471
H30 -3.515307 3.043863 1.935201
H31 -4.897707 0.795689 4.074867
H32 -3.256846 1.463588 4.378431
H33 -3.501482 -0.271791 4.458676

Forces on atoms 1 to 2 (eV/Å):
Rb -0.146 0.237 0.187
F 0.003 0.005 0.007


[2]
Formula: C19H18N7SSr
Source: the Open Molecules 2025 dataset
Level of theory: ωB97M-V with the def2-TZVPD basis set

Energy above the lowest of the compared OMol25 structures with the same formula, charge and spin: 6.1 kcal/mol
Highest occupied orbital energy: -10.31 eV
Frontier orbital gap: 5.98 eV
Charge: +1
E_LUMO: -4.32 eV

Atoms and positions in Å:
Sr1 0.275908 0.133242 0.713818
C1 3.914407 2.654063 -0.537427
C2 2.879060 1.577569 -0.468612
N1 2.501294 1.055650 0.653625
N2 3.152345 1.499872 1.755921
C3 2.658665 1.119522 2.928758
N3 3.425693 1.464861 3.974985
S1 1.164348 0.313510 3.328369
C4 2.308628 0.997710 -1.712400
C5 2.984897 1.118382 -2.923442
C6 2.467280 0.514825 -4.055600
C7 1.276388 -0.188528 -3.966202
C8 0.657588 -0.253847 -2.732955
N4 1.148941 0.316487 -1.630516
H1 3.769193 3.342752 0.292267
H2 3.869259 3.200133 -1.477042
H3 4.916653 2.234951 -0.416283
H4 4.301984 1.929829 3.809590
H5 3.119727 1.266248 4.909130
H6 3.916459 1.661984 -2.970757
H7 2.991953 0.588714 -4.998844
H8 0.836403 -0.673738 -4.825069
H9 -0.282169 -0.785003 -2.619246
C9 -1.803012 -5.446922 0.541438
C10 -3.032765 -4.794180 0.557750
C11 -3.092964 -3.414502 0.556815
C12 -1.905846 -2.684494 0.536150
C13 -0.676661 -3.335020 0.516456
C14 -0.623332 -4.719000 0.521623
N5 -1.858991 -1.260743 0.533160
N6 -2.962617 -0.695583 0.598127
C15 -2.971686 0.729009 0.584551
C16 -4.229868 1.300785 0.638900
C17 -4.330430 2.684257 0.632376
C18 -3.172155 3.436969 0.574917
C19 -1.953592 2.775050 0.525475
N7 -1.842951 1.448249 0.525487
H10 -1.767582 -6.527943 0.545149
H11 -3.948194 -5.369642 0.572615
H12 -4.040153 -2.895858 0.571158
H13 0.249358 -2.769385 0.503011
H14 0.331820 -5.225084 0.512998
H15 -5.097246 0.658851 0.687472
H16 -5.299172 3.162950 0.674434
H17 -3.200138 4.516825 0.572112
H18 -1.026726 3.336215 0.485774

Forces on atoms 1 to 2 (eV/Å):
Sr -0.227 -0.542 0.274
C 0.038 -0.011 -0.050


[3]
Formula: C4H7N3O
Source: the Open Molecules 2025 dataset
Level of theory: ωB97M-V with the def2-TZVPD basis set

Energy above the lowest of the compared OMol25 structures with the same formula, charge and spin: 13.3 kcal/mol
Highest occupied orbital energy: -8.17 eV
Frontier orbital gap: 9.01 eV
E_LUMO: 0.84 eV

Atoms and positions in Å:
N1 -1.209432 0.185431 -2.073147
C1 -0.258108 0.920692 -1.241961
C2 0.214560 0.235218 -0.001764
N2 1.458423 0.369605 0.527950
C3 1.539800 -0.363168 1.656584
N3 0.437316 -1.001103 1.875038
C4 -0.395261 -0.591837 0.882243
O1 -1.709754 -0.995788 0.933376
H1 -0.827770 -0.727035 -2.320899
H2 -2.018989 -0.016150 -1.459699
H3 -0.730592 1.901101 -1.025399
H4 0.617289 1.195656 -1.803989
H5 2.248987 0.864092 0.117958
H6 2.454523 -0.419134 2.208925
H7 -1.820992 -1.557577 1.724784

Forces on atoms 1 to 2 (eV/Å):
N -0.452 -0.343 0.771
C -0.432 0.695 0.169


[4]
Formula: C2H4N2O2
Source: the Open Molecules 2025 dataset
Level of theory: ωB97M-V with the def2-TZVPD basis set

Energy above the lowest of the compared OMol25 structures with the same formula, charge and spin: 48.3 kcal/mol
Highest occupied orbital energy: -10.24 eV
Frontier orbital gap: 11.08 eV
E_LUMO: 0.84 eV

Atoms and positions in Å:
N1 1.870442 0.007843 0.021024
C1 0.641953 -0.310153 0.502645
O1 0.445362 -0.934559 1.528808
N2 -0.398662 0.150442 -0.320264
C2 -1.674948 -0.023336 -0.055567
O2 -2.343583 0.539591 -0.976960
H1 2.669267 -0.229953 0.585176
H2 1.979565 0.607433 -0.779136
H3 -1.084178 0.744743 -1.297964
H4 -2.105221 -0.552049 0.792239

Forces on atoms 1 to 2 (eV/Å):
N 0.052 -0.014 0.060
C -0.047 -0.101 0.162